Below is C3H2O3Rh as an isolated structure at a distorted geometry, with properties calculated with ωB97M-V with the def2-TZVPD basis set.

Each line ends with the Löwdin charge.
Cartesian coordinates (Å):
H  -1.941  0.731  1.196  0.2129
C  -1.228  0.482  0.406  0.2058
C  -1.302  -0.529  -0.459  0.2187
O  -0.005  -0.890  -0.788  0.2750
C  0.808  -0.078  -0.141  -0.4587
O  0.113  0.729  0.640  0.2397
O  2.023  -0.115  -0.222  -0.1192
Rh  3.641  0.652  0.389  1.2184
H  -2.110  -0.982  -1.021  0.2075

Properties
**Charge**: +2
**Frontier orbital gap (alpha / beta)**: 5.833 / 6.088 eV
**Highest occupied orbital energy (alpha / beta)**: -15.85 / -20.78 eV
**Multiplicity**: 6


Below is C3H2O3Sn as an isolated structure at a distorted geometry, with properties calculated with ωB97M-V with the def2-TZVPD basis set.

Each line ends with the Löwdin charge.
Cartesian coordinates (Å):
C  2.252  0.469  -1.314  0.0353
C  1.523  0.796  -0.272  -0.2573
O  0.720  0.650  0.591  0.0999
H  3.272  0.492  -0.781  0.1146
H  1.912  0.691  -2.324  0.0765
C  -1.356  -0.753  1.180  -0.4369
O  -1.430  -1.145  0.079  0.1583
O  -1.768  -0.477  2.241  0.1689
Sn  -5.124  -0.724  0.600  1.0406

Properties
**Charge**: +1
**Frontier orbital gap (alpha / beta)**: 4.816 / 5.000 eV
**Highest occupied orbital energy (alpha / beta)**: -11.98 / -11.98 eV
**Multiplicity**: 2


Below is C3H2O3Sn as an isolated structure at a distorted geometry, with properties calculated with ωB97M-V with the def2-TZVPD basis set.

Each line ends with the Löwdin charge.
Cartesian coordinates (Å):
C  -0.664  -0.191  0.574  -0.2045
C  -0.111  0.622  -0.355  0.1024
O  0.442  -0.098  -1.514  0.2398
C  1.619  -0.294  -1.612  -0.1110
O  2.710  -0.592  -1.732  0.4485
O  -1.265  0.268  1.615  -0.4631
H  -0.559  -1.277  0.441  0.1649
H  -0.121  1.700  -0.483  0.1677
Sn  -2.052  -0.138  3.065  1.6553

Properties
**Charge**: +2
**Frontier orbital gap**: 9.501 eV
**Highest occupied orbital energy**: -19.32 eV
**Multiplicity**: 1


Below is one molecule with the formula C3H2O4 at a distorted geometry, with properties calculated with ωB97M-V with the def2-TZVPD basis set.

Each line ends with the Löwdin charge.
Cartesian coordinates (Å):
C  0.293  -0.298  0.894  -0.2767
C  1.375  0.471  0.206  0.0185
C  -0.353  -0.269  -1.374  -0.4478
O  -0.603  -0.819  -0.267  0.1233
O  -0.803  -0.422  -2.462  0.2044
O  0.952  0.583  -0.960  0.0496
O  -0.476  0.616  1.567  0.0590
H  0.384  -1.170  1.446  0.1407
H  -0.768  1.308  0.949  0.1290

Properties
**Frontier orbital gap**: 9.571 eV
**Highest occupied orbital energy**: -9.62 eV
**Multiplicity**: 1


Below is C3H2O4P as an isolated structure at a distorted geometry, with properties calculated with ωB97M-V with the def2-TZVPD basis set.

Each line ends with the Löwdin charge.
Cartesian coordinates (Å):
C  -1.204  1.301  0.534  -0.3296
C  -0.234  -1.260  0.217  -0.7350
C  1.677  0.153  -0.914  -0.7144
O  2.550  -0.541  -0.557  0.0340
O  -1.400  2.436  0.911  -0.0904
O  0.258  -2.387  0.009  -0.1727
O  1.104  0.872  -1.656  0.0728
P  0.550  -0.046  1.211  0.8889
H  -1.954  0.598  0.191  0.0047
H  -1.349  -1.127  0.054  0.0418

Properties
**Charge**: -1
**Frontier orbital gap**: 7.498 eV
**Highest occupied orbital energy**: -3.57 eV
**Multiplicity**: 1


Below is one molecule with the formula C3H2OS at a distorted geometry, with properties calculated with ωB97M-V with the def2-TZVPD basis set.

Each line ends with the Löwdin charge.
Cartesian coordinates (Å):
C  0.537  1.476  1.024  0.0583
C  -0.213  0.335  0.146  -0.0100
C  -0.954  -0.658  -0.530  -0.4129
O  0.237  -2.602  -1.800  -0.5494
S  -1.066  -2.061  -1.324  0.8475
H  1.428  1.791  0.502  0.0221
H  0.030  1.719  1.981  0.0444

Properties
**Frontier orbital gap (alpha / beta)**: 7.318 / 7.822 eV
**Highest occupied orbital energy (alpha / beta)**: -8.94 / -9.38 eV
**Multiplicity**: 1


Below is one molecule with the formula C3H2OS at a distorted geometry, with properties calculated with ωB97M-V with the def2-TZVPD basis set.

Each line ends with the Löwdin charge.
Cartesian coordinates (Å):
C  -0.554  0.387  -0.098  -0.8957
C  0.873  0.166  -0.166  -0.1486
C  1.980  -0.295  -0.010  0.0977
H  -2.506  0.232  -0.012  0.0393
H  2.988  -1.054  0.290  0.1615
O  -1.212  1.480  0.026  -0.1240
S  -1.568  -0.915  -0.031  0.8698

Properties
**Frontier orbital gap**: 9.728 eV
**Highest occupied orbital energy**: -10.04 eV
**Multiplicity**: 1
**SMILES string**: C#CC(=O)S


ΔE to the lowest compared entry with this formula, charge and spin for the records above, in order: 10.0; 18.8; 20.5; 73.6; 36.1; 105.6; 55.5 kcal per mole